[1]
# C40H67FeN5O3SeSi

A structure of composition C40H67FeN5O3SeSi in a non-equilibrium geometry (ωB97M-V/def2-TZVPD, the OMol25 dataset).

```
! wB97M-V def2-TZVPD RIJCOSX def2/J DEFGRID3
* xyz 0 5
Fe 10.95179 10.77110 12.94655
C 7.21961 12.72418 19.01756
C 7.54191 13.93908 18.14742
C 6.24304 14.81795 18.16292
C 8.73092 14.65716 18.70437
C 8.00532 13.38518 16.78516
C 9.00913 12.45890 16.66495
C 9.35392 11.88953 15.46394
Se 10.65359 10.48191 15.50180
C 9.45575 9.02630 15.38230
C 8.63023 8.68016 16.45314
C 7.68972 7.72092 16.31004
C 7.41434 7.30290 14.98530
C 8.09271 7.72034 13.88846
C 9.28877 8.46559 14.15006
O 10.09976 8.71328 13.09290
C 7.48875 7.81169 12.44598
C 8.27068 6.90482 11.52668
C 7.61328 9.27948 11.86283
C 6.01565 7.44897 12.44169
C 6.89840 7.09451 17.50922
C 7.53259 7.46331 18.87000
C 5.48139 7.55737 17.48186
C 7.00137 5.55859 17.40135
C 8.74669 12.28171 14.25442
O 9.23448 11.77512 13.10677
C 7.77371 13.27133 14.30268
C 7.45218 13.83190 15.59338
C 7.07706 13.91005 13.04870
C 6.45231 12.75776 12.21194
C 8.12218 14.72388 12.27753
C 5.99809 14.88808 13.46258
H 6.94838 13.08885 19.99216
H 7.98697 11.91495 19.20434
H 6.43446 12.23913 18.37795
H 5.99338 15.17267 19.17406
H 5.45756 14.21121 17.86874
H 6.30687 15.71724 17.57026
H 8.50524 15.03135 19.73093
H 9.05869 15.50263 18.11431
H 9.48822 13.87891 18.83843
H 9.53385 12.11076 17.50557
H 8.79009 9.24412 17.40005
H 6.43645 6.80443 14.85940
H 9.35531 6.89696 11.80834
H 8.22407 7.26602 10.51742
H 7.91638 5.85928 11.51982
H 8.64505 9.54292 11.60139
H 7.28742 10.00440 12.62791
H 6.89026 9.37470 11.04904
H 5.78869 6.43491 12.70654
H 5.71071 7.66982 11.40265
H 5.42052 8.08756 13.12200
H 7.39288 8.53473 19.04104
H 8.60479 7.30347 18.82068
H 7.08181 6.82814 19.61962
H 5.44348 8.59084 17.63254
H 4.88618 7.00445 18.18613
H 4.94074 7.37775 16.51751
H 7.97953 5.25250 17.51135
H 6.78413 5.27785 16.43431
H 6.32240 5.02185 18.03824
H 6.75264 14.63490 15.62364
H 7.34732 12.10315 11.94332
H 5.90998 13.18057 11.42461
H 5.82791 12.16099 12.88436
H 9.06230 14.13488 12.31958
H 8.32283 15.71328 12.72595
H 7.84754 14.91584 11.23153
H 5.26968 14.39780 14.08702
H 5.51009 15.17199 12.55896
H 6.37171 15.66564 14.02533
C 11.49377 14.62469 14.58434
Si 12.96044 13.84945 13.67572
C 13.60744 14.97214 12.22928
C 14.50620 13.37000 14.74344
H 10.67620 14.23597 13.94254
H 11.49254 15.66842 14.91683
H 11.37384 13.94820 15.41547
H 13.51206 14.50260 11.25692
H 14.70503 15.13349 12.33696
H 13.22880 15.96314 12.09082
H 15.34931 14.09044 14.82583
H 14.88576 12.51830 14.14144
H 14.06018 13.01349 15.65958
O 13.26512 11.38946 12.74200
N 12.43469 12.04072 13.18013
N 13.40024 8.04218 13.12921
C 14.58099 8.58579 12.56153
C 14.52286 8.16187 11.29324
N 13.45827 7.37071 11.07173
C 12.79091 7.37319 12.20500
H 13.00610 8.13243 14.00417
H 15.20166 9.24326 13.14908
H 15.25028 8.32219 10.46135
H 11.79355 6.97068 12.42569
C 10.98442 7.48707 8.69666
C 11.61735 8.85962 8.53194
N 10.75694 10.04872 8.78954
C 10.34380 10.65897 7.60147
C 9.78385 9.71387 6.55787
C 10.65775 10.67270 9.95145
C 9.76742 11.89019 10.06828
N 11.05346 10.17319 11.05027
H 11.19617 6.95536 9.63186
H 11.20702 6.81056 7.83812
H 9.92199 7.58894 8.67314
H 12.09330 9.11154 7.58396
H 12.47052 8.97215 9.27825
H 11.19457 11.19680 7.21104
H 9.60492 11.45005 7.86083
H 10.50368 8.98856 6.22110
H 9.52655 10.38989 5.75779
H 8.91052 9.16329 6.90507
H 10.22057 12.71487 9.51543
H 9.79756 12.20847 11.06418
H 8.69039 11.78620 9.80096
H 11.62458 9.31802 10.93205
*
```

Kohn-Sham gap (spin up / spin down) = 6.62 / 6.23 eV
energy above the lowest of the compared OMol25 structures with the same formula, charge and spin = 329.5 kJ/mol
E = -6018.38999 a.u.
HOMO energy (spin up / spin down) = -7.0 / -7.0 eV

***

[2]
# C3H5NS

A structure of composition C3H5NS in a non-equilibrium geometry (ωB97M-V/def2-TZVPD, the OMol25 dataset).

```
! wB97M-V def2-TZVPD RIJCOSX def2/J DEFGRID3
* xyz 0 1
C -0.99463 0.03258 -0.09607
C 0.40577 0.90658 -0.07811
C -0.08113 -0.96119 -0.07829
H 0.11660 1.95000 -0.77363
H 0.42650 1.46091 0.82663
H 1.90945 -0.13920 0.28735
H 0.00375 -1.15941 1.14687
H -0.21838 -1.94449 -0.67405
N 1.04678 -0.18478 -0.40914
S -2.61472 0.03900 -0.15155
*
```

Kohn-Sham gap = 8.19 eV
energy above the lowest of the compared OMol25 structures with the same formula, charge and spin = 402.4 kJ/mol
E = -570.08127 a.u.
HOMO energy = -8.5 eV

***

[3]
# C9H18BrNO4

A cluster of 2 separate species, C9H18BrNO4 in total in a non-equilibrium geometry (ωB97M-V/def2-TZVPD, the OMol25 dataset).

```
! wB97M-V def2-TZVPD RIJCOSX def2/J DEFGRID3
* xyz 0 1
C 3.15584 -0.43816 -1.60350
C 2.65557 -0.44752 -0.07302
C 3.33206 -1.43743 0.84303
C 1.03508 -0.55585 -0.03529
O 0.53178 -1.42493 0.89495
C 0.55575 0.86850 0.25420
Br 0.55775 2.25420 -1.00214
N 0.68808 1.24546 1.46710
O 1.00421 0.55239 2.47392
O 0.40497 2.55776 1.81537
H 2.56068 0.14540 -2.30408
H 4.09706 -0.14357 -1.62470
H 3.04382 -1.43021 -2.01734
H 3.06604 0.46854 0.35379
H 2.90878 -1.29424 1.77931
H 4.39886 -1.40923 0.98738
H 3.18735 -2.38259 0.47025
H 0.64355 -0.99509 -1.02214
H 0.63695 -1.16892 1.81409
H 0.56572 2.64151 2.74974
C -3.82566 -0.71112 0.25681
C -2.67358 -0.05580 -0.42532
C -2.94877 0.41212 -1.89744
C -2.24799 1.07043 0.44983
O -2.19612 1.09719 1.64505
H -4.61523 -0.29052 -0.27701
H -3.77945 -1.84190 0.20309
H -3.94440 -0.36386 1.29912
H -1.78752 -0.68691 -0.44531
H -2.27550 1.19261 -2.22205
H -2.96247 -0.34558 -2.70694
H -3.84446 0.89646 -1.91924
H -1.92873 2.02089 -0.18151
*
```

SMILES = CC(C)[C@@H](O)/C(Br)=[N+](\[O-])O.CC(C)C=O
Kohn-Sham gap = 9.38 eV
energy above the lowest of the compared OMol25 structures with the same formula, charge and spin = 36.0 kJ/mol
E = -3283.25226 a.u.
HOMO energy = -9.1 eV